An isolated molecule of C8H12 in a non-equilibrium geometry, computed with ωB97M-V with the def2-TZVPD basis set.

Last column: Löwdin charge in e.
Element x y z (Å)
C  -2.09  -1.53  -1.92  -0.003
C  -1.82  -0.91  -0.75  -0.396
C  -2.88  -1.10  0.29  -0.087
C  -0.65  0.00  -0.82  -0.070
C  0.33  -0.28  0.05  -0.107
C  1.74  0.27  0.01  -0.090
C  2.03  1.10  1.04  -0.190
C  3.29  1.86  1.26  -0.117
H  -1.54  -1.37  -2.83  0.036
H  -3.09  -2.26  -2.18  0.132
H  -2.58  -0.44  1.15  0.082
H  -2.92  -2.11  0.66  0.064
H  -3.86  -0.64  -0.12  0.110
H  -0.56  0.86  -1.44  0.103
H  0.24  -1.06  0.74  0.094
H  2.39  0.13  -0.81  0.091
H  1.26  1.36  1.80  0.114
H  4.09  1.37  0.72  0.063
H  2.99  2.84  0.83  0.092
H  3.63  1.92  2.32  0.078

Summary:
- molar mass (g mol⁻¹) = 108.2
- energy above the lowest of the compared OMol25 structures with the same formula, charge and spin (kJ/mol) = 223.29
- orbital gap (eV) = 9.8

=====

An isolated molecule of C8H12 in a non-equilibrium geometry, computed with ωB97M-V with the def2-TZVPD basis set.

Last column: Löwdin charge in e.
Element x y z (Å)
C  0.74  -0.54  -2.49  -0.104
C  0.87  0.61  -1.51  -0.169
C  -0.28  1.42  -1.16  -0.070
C  -0.65  -0.32  0.48  -0.022
C  0.33  0.49  -0.04  -0.439
C  1.38  1.10  0.89  -0.038
C  -1.69  -1.62  2.28  0.029
C  -0.74  -0.83  1.82  -0.170
H  1.62  -1.18  -2.38  0.067
H  -0.11  -1.17  -2.24  0.065
H  0.65  -0.19  -3.52  0.072
H  -1.16  1.11  -1.72  0.107
H  -0.23  2.49  -1.03  0.112
H  -1.50  -0.56  -0.15  0.122
H  1.11  1.01  1.95  0.057
H  1.52  2.14  0.63  0.085
H  2.30  0.54  0.76  0.084
H  -2.55  -1.88  1.67  0.062
H  -1.68  -2.02  3.28  0.055
H  0.06  -0.60  2.51  0.094

Summary:
- molar mass (g mol⁻¹) = 108.2
- energy above the lowest of the compared OMol25 structures with the same formula, charge and spin (kJ/mol) = 408.12
- orbital gap (eV) = 6.1

=====

A cluster of 2 separate species, C8H12 in total in a non-equilibrium geometry, computed with ωB97M-V with the def2-TZVPD basis set.

Last column: Löwdin charge in e.
Element x y z (Å)
C  -0.86  1.47  -0.24  -0.210
C  -1.36  2.66  0.13  0.066
C  2.96  -0.81  -0.33  0.104
C  4.05  -0.29  -0.84  -0.150
C  0.02  0.52  -0.76  -0.113
C  -1.06  -0.11  0.07  -0.412
C  -2.26  -0.69  -0.65  -0.034
C  -0.69  -0.65  1.43  -0.038
H  -2.33  2.45  0.46  0.047
H  -0.88  3.58  -0.08  0.038
H  -0.36  0.23  -1.77  0.143
H  1.06  0.46  -0.64  0.033
H  4.87  -0.92  -0.47  0.059
H  4.11  0.36  -1.70  0.052
H  -2.94  -0.97  0.10  0.069
H  -2.06  -1.54  -1.33  0.096
H  -2.49  0.10  -1.23  0.034
H  -1.41  -0.61  2.23  0.071
H  0.19  -0.16  1.81  0.079
H  -0.50  -1.66  1.23  0.068

Summary:
- molar mass (g mol⁻¹) = 108.2
- energy above the lowest of the compared OMol25 structures with the same formula, charge and spin (kJ/mol) = 631.45
- orbital gap (eV) = 8.3

=====

A structure of composition C8H12AsBN4RhS6 in a non-equilibrium geometry, computed with ωB97M-V with the def2-TZVPD basis set.

Last column: Löwdin charge in e.
Element x y z (Å)
Rh  -1.11  0.24  -0.52  0.122
C  -1.99  -3.15  0.90  -0.035
N  -0.62  -2.72  1.12  -0.119
C  0.51  -3.48  0.95  -0.047
C  1.57  -2.67  1.20  -0.080
N  1.10  -1.43  1.53  -0.037
B  1.99  -0.18  1.77  -0.448
N  1.70  0.93  0.69  0.000
C  2.01  2.24  0.92  -0.054
C  1.82  2.94  -0.23  -0.046
N  1.38  2.05  -1.17  -0.149
C  1.04  2.36  -2.54  -0.074
C  1.29  0.81  -0.59  -0.776
S  0.95  -0.61  -1.52  0.626
C  -0.24  -1.46  1.45  -0.761
S  -1.34  -0.20  1.84  0.679
H  -1.99  -4.21  0.70  0.091
H  -2.42  -2.61  0.06  0.027
H  -2.59  -2.93  1.78  0.087
H  0.47  -4.52  0.66  0.118
H  2.62  -2.87  1.16  0.119
H  3.13  -0.54  1.64  0.075
H  1.76  0.29  2.85  0.070
H  2.32  2.57  1.90  0.123
H  1.93  3.99  -0.44  0.125
H  0.75  3.40  -2.62  0.091
H  0.20  1.74  -2.85  0.048
H  1.89  2.14  -3.19  0.094
S  -4.16  2.43  -3.41  -0.216
As  -3.72  1.62  -1.51  -0.593
S  -3.07  -0.51  -1.62  0.068
S  -1.85  2.50  -0.72  0.086
S  -5.34  1.84  -0.18  -0.215

Summary:
- molar mass (g mol⁻¹) = 545.3
- orbital gap (spin up / spin down) (eV) = 4.8 / 4.9
- total charge = -1

=====

A structure of composition C8H12B2F4KN4O4 in a non-equilibrium geometry, computed with ωB97M-V with the def2-TZVPD basis set.

Last column: Löwdin charge in e.
Element x y z (Å)
K  -3.26  -1.36  -0.04  0.991
C  1.93  -2.22  -1.40  0.046
C  0.73  -1.43  -1.04  -0.135
N  0.01  -1.75  0.02  0.091
O  0.21  -2.87  0.64  0.133
B  0.80  -2.65  2.03  -1.046
F  2.01  -2.01  1.93  0.212
F  0.74  -3.75  2.77  0.269
O  -0.28  -1.65  2.42  0.133
N  -0.42  -0.71  1.54  0.094
C  -0.11  0.54  1.83  -0.134
C  0.60  0.86  3.10  0.045
C  -0.63  1.60  1.01  -0.235
N  -1.57  1.21  0.21  0.053
O  -2.12  2.11  -0.57  0.099
B  -2.75  1.43  -1.78  -1.019
F  -3.61  0.40  -1.33  -0.056
F  -3.35  2.32  -2.57  0.255
O  -1.56  0.79  -2.49  0.097
N  -1.01  -0.12  -1.73  0.057
C  0.23  -0.42  -1.94  -0.233
C  1.06  0.10  -3.08  0.016
C  -0.22  3.03  1.18  0.013
H  2.08  -3.06  -0.73  0.100
H  2.80  -1.56  -1.32  0.124
H  1.89  -2.58  -2.43  0.111
H  0.65  0.00  3.76  0.101
H  0.14  1.69  3.62  0.110
H  1.62  1.15  2.85  0.125
H  0.53  0.92  -3.56  0.091
H  1.24  -0.68  -3.82  0.101
H  2.03  0.45  -2.72  0.098
H  0.79  3.13  1.55  0.088
H  -0.90  3.55  1.87  0.110
H  -0.31  3.54  0.22  0.096

Summary:
- molar mass (g mol⁻¹) = 364.9
- energy above the lowest of the compared OMol25 structures with the same formula, charge and spin (kJ/mol) = 146.57
- orbital gap (spin up / spin down) (eV) = 6.3 / 6.3
- total charge = +1

=====

A structure of composition C8H12BrIN2O in a non-equilibrium geometry, computed with ωB97M-V with the def2-TZVPD basis set.

Last column: Löwdin charge in e.
Element x y z (Å)
C  -0.77  -1.12  -0.92  -0.367
C  -0.99  -1.04  0.59  -0.292
C  -1.80  -1.40  -1.76  0.098
C  2.76  1.73  0.52  -0.164
C  3.96  1.83  0.01  -0.727
C  1.50  -1.37  -1.26  -0.533
C  -2.29  -0.39  1.09  -0.089
C  -2.31  1.17  0.93  -0.219
N  0.41  -0.73  -1.47  0.035
N  0.01  -1.32  1.30  0.101
O  -2.40  1.50  -0.41  -0.056
Br  1.82  -2.96  -0.15  0.631
I  5.00  0.10  -0.32  0.841
H  -2.86  -1.41  -1.53  0.066
H  -1.68  -1.55  -2.81  0.057
H  2.32  0.74  0.73  0.029
H  2.22  2.66  0.90  0.090
H  4.48  2.69  -0.25  -0.001
H  2.40  -0.87  -1.67  0.020
H  -2.47  -0.66  2.10  0.099
H  -3.08  -0.80  0.55  0.078
H  -3.25  1.53  1.27  0.109
H  -1.42  1.71  1.28  0.123
H  0.13  -1.33  2.24  0.029
H  -1.69  1.28  -0.96  0.042

Summary:
- molar mass (g mol⁻¹) = 359.0
- energy above the lowest of the compared OMol25 structures with the same formula, charge and spin (kJ/mol) = 144.84
- orbital gap (eV) = 9.0

=====

Q: Which of these has the highest molar mass?
A: C8H12AsBN4RhS6

=====

Copy entry 6 word for word.
A structure of composition C8H12BrIN2O in a non-equilibrium geometry, computed with ωB97M-V with the def2-TZVPD basis set.

Last column: Löwdin charge in e.
Element x y z (Å)
C  -0.77  -1.12  -0.92  -0.367
C  -0.99  -1.04  0.59  -0.292
C  -1.80  -1.40  -1.76  0.098
C  2.76  1.73  0.52  -0.164
C  3.96  1.83  0.01  -0.727
C  1.50  -1.37  -1.26  -0.533
C  -2.29  -0.39  1.09  -0.089
C  -2.31  1.17  0.93  -0.219
N  0.41  -0.73  -1.47  0.035
N  0.01  -1.32  1.30  0.101
O  -2.40  1.50  -0.41  -0.056
Br  1.82  -2.96  -0.15  0.631
I  5.00  0.10  -0.32  0.841
H  -2.86  -1.41  -1.53  0.066
H  -1.68  -1.55  -2.81  0.057
H  2.32  0.74  0.73  0.029
H  2.22  2.66  0.90  0.090
H  4.48  2.69  -0.25  -0.001
H  2.40  -0.87  -1.67  0.020
H  -2.47  -0.66  2.10  0.099
H  -3.08  -0.80  0.55  0.078
H  -3.25  1.53  1.27  0.109
H  -1.42  1.71  1.28  0.123
H  0.13  -1.33  2.24  0.029
H  -1.69  1.28  -0.96  0.042

Summary:
- molar mass (g mol⁻¹) = 359.0
- energy above the lowest of the compared OMol25 structures with the same formula, charge and spin (kJ/mol) = 144.84
- orbital gap (eV) = 9.0

=====

What did the sixth record say?
A structure of composition C8H12BrIN2O in a non-equilibrium geometry, computed with ωB97M-V with the def2-TZVPD basis set.

Last column: Löwdin charge in e.
Element x y z (Å)
C  -0.77  -1.12  -0.92  -0.367
C  -0.99  -1.04  0.59  -0.292
C  -1.80  -1.40  -1.76  0.098
C  2.76  1.73  0.52  -0.164
C  3.96  1.83  0.01  -0.727
C  1.50  -1.37  -1.26  -0.533
C  -2.29  -0.39  1.09  -0.089
C  -2.31  1.17  0.93  -0.219
N  0.41  -0.73  -1.47  0.035
N  0.01  -1.32  1.30  0.101
O  -2.40  1.50  -0.41  -0.056
Br  1.82  -2.96  -0.15  0.631
I  5.00  0.10  -0.32  0.841
H  -2.86  -1.41  -1.53  0.066
H  -1.68  -1.55  -2.81  0.057
H  2.32  0.74  0.73  0.029
H  2.22  2.66  0.90  0.090
H  4.48  2.69  -0.25  -0.001
H  2.40  -0.87  -1.67  0.020
H  -2.47  -0.66  2.10  0.099
H  -3.08  -0.80  0.55  0.078
H  -3.25  1.53  1.27  0.109
H  -1.42  1.71  1.28  0.123
H  0.13  -1.33  2.24  0.029
H  -1.69  1.28  -0.96  0.042

Summary:
- molar mass (g mol⁻¹) = 359.0
- energy above the lowest of the compared OMol25 structures with the same formula, charge and spin (kJ/mol) = 144.84
- orbital gap (eV) = 9.0